{
  "formula": "C73H77F10INO2",
  "method": "wB97M-V/def2-TZVPD",
  "elements": ["I", "F", "F", "F", "F", "F", "F", "F", "F", "F", "F", "O", "O", "N", "C", "C", "C", "C", "C", "C", "C", "C", "C", "C", "C", "C", "C", "C", "C", "C", "C", "C", "C", "C", "C", "C", "C", "C", "C", "C", "C", "C", "C", "C", "C", "C", "C", "C", "C", "C", "C", "C", "C", "C", "C", "C", "C", "C", "C", "C", "C", "C", "C", "C", "C", "C", "C", "C", "C", "C", "C", "C", "C", "C", "C", "C", "C", "C", "C", "C", "C", "C", "C", "C", "C", "C", "C", "H", "H", "H", "H", "H", "H", "H", "H", "H", "H", "H", "H", "H", "H", "H", "H", "H", "H", "H", "H", "H", "H", "H", "H", "H", "H", "H", "H", "H", "H", "H", "H", "H", "H", "H", "H", "H", "H", "H", "H", "H", "H", "H", "H", "H", "H", "H", "H", "H", "H", "H", "H", "H", "H", "H", "H", "H", "H", "H", "H", "H", "H", "H", "H", "H", "H", "H", "H", "H", "H", "H", "H", "H", "H", "H", "H", "H"],
  "coordinates": [[-0.708, -4.933, -3.262], [4.462, 3.954, 0.795], [-2.042, 1.266, -8.172], [-2.953, 0.561, 11.633], [11.061, -2.721, 0.319], [5.055, 0.562, -5.076], [-7.988, 0.643, 3.135], [-1.729, 3.404, -5.700], [-3.003, -1.414, 2.202], [-5.374, 3.696, 4.915], [-4.120, -9.601, 1.522], [0.752, 1.249, -0.986], [6.527, -2.202, -0.536], [0.051, -1.288, 0.243], [-4.450, 0.303, 2.946], [4.070, 6.916, -2.025], [-2.877, 5.422, -8.483], [-1.841, -7.637, -1.264], [-2.313, 0.095, 9.419], [-5.063, 0.979, 3.994], [1.171, -0.006, -1.514], [0.019, -1.035, -1.222], [-6.223, 4.182, 7.061], [4.370, 1.544, -7.106], [7.697, -3.027, -0.567], [-10.387, -1.508, 1.490], [-9.536, -2.440, 0.907], [3.165, 5.862, -1.996], [5.610, 0.005, -0.254], [-1.838, -1.922, -5.596], [3.299, 4.858, -1.046], [-3.105, -7.159, -0.940], [-1.894, 0.457, -5.967], [4.091, 0.772, -5.993], [-1.945, 6.453, -8.450], [-6.370, 4.185, 5.685], [-1.801, 4.408, -6.606], [-7.246, 4.689, 7.851], [-3.375, -8.960, 0.611], [-1.830, -0.624, -5.099], [-3.600, -0.750, 3.229], [11.051, -2.444, 1.636], [5.238, 5.972, -0.144], [-0.941, 6.455, -7.489], [4.333, 4.926, -0.129], [12.136, -2.808, 2.413], [-3.881, -7.826, 0.000], [3.373, 1.753, -8.052], [-8.161, -2.330, 1.077], [-7.634, -1.285, 1.825], [-9.865, -0.468, 2.248], [-8.494, -0.369, 2.404], [-7.513, 4.677, 5.081], [-2.117, -9.445, 0.302], [0.207, -2.299, -2.112], [-1.348, -8.782, -0.646], [2.842, 0.210, -5.801], [5.107, 6.969, -1.102], [-0.668, 0.675, 11.087], [3.723, -0.204, -2.043], [-8.537, 5.174, 5.876], [-1.306, -0.022, 8.469], [4.850, 0.681, -1.436], [2.573, -0.486, -1.021], [2.111, 1.199, -7.870], [0.588, 1.230, 0.423], [0.540, -4.346, -0.549], [-1.995, -1.064, -7.839], [1.845, 0.430, -6.743], [0.018, 0.202, 8.829], [-1.981, 0.444, 10.716], [-3.947, -0.457, 5.574], [6.855, -0.817, -0.696], [9.955, -1.803, 2.184], [-0.425, -3.614, -1.548], [-0.870, 5.428, -6.557], [11.029, -1.875, 4.336], [-0.176, -0.012, 0.995], [-4.809, 0.601, 5.306], [12.126, -2.516, 3.770], [-1.978, 0.223, -7.329], [9.943, -1.521, 3.544], [-3.341, -1.142, 4.529], [0.337, 0.548, 10.137], [-8.403, 5.183, 7.260], [-1.920, -2.143, -6.967], [-2.803, 4.389, -7.559], [-9.440, 5.555, 5.416], [12.973, -2.788, 4.387], [-1.416, -3.417, -1.098], [4.192, -1.147, -2.384], [-2.063, -1.215, -8.909], [-7.140, 4.700, 8.928], [5.598, 0.840, -2.242], [-3.515, 3.574, -7.573], [-3.350, -0.083, 9.161], [0.802, 0.107, 8.088], [6.035, 6.002, 0.588], [2.606, 4.025, -1.015], [-0.100, 5.417, -5.795], [-1.776, -2.761, -4.913], [7.686, -3.658, 0.347], [12.978, -3.313, 1.956], [-11.457, -1.593, 1.355], [-3.749, -0.747, 6.598], [-10.512, 0.262, 2.716], [-1.878, 1.477, -5.596], [0.205, -0.180, 2.024], [-3.661, 5.423, -9.230], [-0.730, -1.908, 0.487], [-6.566, -1.179, 1.962], [1.368, 0.718, 10.417], [1.585, -4.167, -0.855], [5.953, 0.784, 0.452], [1.234, 0.084, -2.617], [2.505, -1.596, -0.911], [-1.554, -0.287, 7.449], [5.815, 7.788, -1.127], [-2.002, 7.256, -9.175], [2.655, -0.394, -4.921], [-9.946, -3.253, 0.321], [-0.919, -0.496, -1.457], [-1.772, -0.451, -4.030], [3.582, 2.349, -8.931], [3.967, 7.696, -2.769], [7.658, -3.666, -1.468], [2.355, 5.823, -2.713], [-7.596, 4.669, 4.002], [-1.923, -3.153, -7.355], [-1.240, -7.113, -2.002], [0.860, 0.002, -6.598], [11.021, -1.651, 5.396], [2.835, -0.121, -0.006], [1.270, -2.418, -2.392], [-0.365, -9.156, -0.902], [-0.213, 7.255, -7.466], [-5.735, 1.796, 3.786], [9.088, -1.025, 3.986], [-2.672, -1.973, 4.718], [-5.318, 3.786, 7.504], [0.889, -1.783, 0.559], [7.770, -0.541, -0.131], [0.415, -3.948, 0.481], [-9.201, 5.575, 7.877], [7.073, -0.630, -1.772], [8.634, -2.445, -0.530], [-4.630, 0.589, 1.916], [-0.322, -2.081, -3.063], [5.355, 1.975, -7.227], [4.446, 1.680, -1.181], [1.534, 1.357, 0.987], [-7.499, -3.058, 0.626], [1.334, 1.367, -8.605], [9.123, -1.527, 1.551], [-3.488, -6.266, -1.420], [-0.440, 0.951, 12.108], [0.288, -5.418, -0.558], [-0.022, 2.121, 0.670], [4.921, -0.664, 0.304], [-5.283, 1.131, 6.122], [-4.872, -7.474, 0.259], [-1.748, -10.333, 0.800], [-1.265, 0.126, 1.103], [3.316, 0.289, -2.948]],
  "forces_ev_per_angstrom": [[0.1, 0.7, 0.2], [0.0, -0.2, 0.1], [0.0, 0.1, 0.0], [-0.1, 0.0, 0.0], [0.0, 0.0, -0.1], [0.1, 0.0, 0.1], [0.0, 0.1, 0.0], [0.0, 0.3, 0.1], [0.2, -0.1, -0.3], [0.1, 0.1, 0.0], [0.0, 0.0, 0.1], [0.2, -0.3, 0.2], [0.9, 0.5, 0.2], [-1.1, -0.2, 0.4], [0.1, -0.1, -0.3], [0.0, 0.0, 0.0], [0.2, 0.1, 0.1], [0.2, -0.1, 0.0], [-0.2, 0.0, -0.1], [0.2, -0.2, 0.1], [0.0, -0.5, 0.2], [1.4, 0.4, -1.5], [0.2, -0.1, 0.0], [0.2, 0.1, 0.0], [-0.2, -0.5, 0.4], [0.3, -0.1, 0.0], [0.0, 0.0, 0.0], [0.2, 0.1, 0.1], [0.1, 0.4, -0.1], [0.0, 0.0, 0.1], [-0.1, -0.2, 0.1], [0.2, -0.2, 0.1], [0.0, 0.4, 0.2], [-0.4, 0.1, -0.4], [0.0, 0.0, 0.0], [-0.5, 0.3, 0.4], [0.0, 0.5, -0.5], [-0.1, 0.0, -0.2], [0.3, 0.2, -0.4], [0.0, -0.2, -0.3], [-0.4, 0.5, 0.7], [0.0, 0.1, 0.6], [0.2, -0.1, 0.2], [-0.2, -0.1, -0.1], [-0.1, 0.5, -0.5], [0.1, -0.1, -0.1], [-0.2, 0.1, 0.1], [-0.1, -0.1, 0.2], [-0.2, 0.1, 0.1], [0.2, 0.1, 0.0], [-0.1, 0.2, 0.1], [-0.2, -0.4, -0.3], [0.0, -0.1, -0.2], [0.1, -0.2, 0.1], [-1.1, 0.1, -0.1], [-0.2, 0.2, 0.1], [0.0, -0.1, 0.2], [-0.2, -0.1, 0.0], [0.0, 0.0, 0.2], [0.4, 0.4, 0.4], [0.2, -0.1, 0.2], [0.2, 0.1, 0.2], [0.3, -0.3, -0.5], [-0.2, -0.9, -0.3], [0.0, 0.0, 0.0], [-0.4, 0.2, 0.4], [-0.7, 0.5, -0.3], [0.0, 0.0, -0.2], [0.1, 0.1, -0.1], [0.0, 0.0, -0.1], [0.4, 0.0, -0.3], [-0.1, 0.2, -0.2], [-0.9, -0.1, -0.4], [-0.1, 0.0, -0.1], [1.3, 0.2, 0.1], [0.1, -0.1, 0.2], [0.0, 0.0, 0.0], [0.3, 0.7, 1.2], [0.0, 0.0, 0.0], [-0.2, 0.1, -0.1], [0.0, -0.5, 0.4], [0.3, -0.1, 0.0], [0.3, -0.2, -0.1], [-0.2, 0.0, -0.1], [0.0, 0.0, 0.0], [0.0, 0.2, 0.2], [-0.1, -0.2, 0.1], [0.0, 0.0, 0.0], [0.0, 0.0, 0.0], [0.4, -0.3, -0.4], [-0.3, 0.3, 0.2], [0.0, 0.0, 0.0], [0.0, 0.0, 0.0], [-0.5, 0.2, 0.4], [0.0, 0.0, 0.0], [0.0, 0.0, 0.1], [0.0, 0.0, 0.0], [0.0, 0.0, 0.0], [0.0, 0.0, 0.0], [0.0, 0.0, 0.0], [-0.1, 0.0, -0.1], [0.0, 0.2, -0.6], [0.0, 0.0, 0.0], [0.0, 0.0, 0.0], [0.0, -0.1, 0.0], [0.0, 0.0, 0.0], [0.0, -0.4, -0.2], [-0.3, 0.1, -0.5], [0.0, 0.0, 0.0], [0.2, 0.0, 0.0], [0.0, 0.0, 0.1], [0.0, 0.0, 0.0], [-0.4, -0.4, 0.1], [-0.3, -0.3, -0.3], [-0.3, 0.3, 0.6], [0.1, 0.6, 0.0], [0.0, 0.0, 0.0], [0.0, 0.0, 0.0], [0.0, 0.0, 0.0], [0.0, 0.0, -0.1], [0.0, 0.0, 0.0], [0.3, -0.5, 0.4], [0.0, 0.1, 0.0], [0.0, 0.0, 0.0], [0.0, 0.0, 0.0], [0.2, 0.2, 0.4], [0.0, 0.0, 0.0], [0.0, 0.0, 0.0], [0.0, 0.0, 0.0], [-0.2, -0.4, 0.3], [0.0, 0.0, 0.0], [0.0, 0.0, 0.0], [-0.3, 0.1, -0.6], [-0.5, -0.2, 0.3], [0.0, 0.0, 0.0], [0.0, 0.0, 0.0], [0.0, -0.1, -0.1], [0.0, 0.0, 0.0], [0.0, 0.0, 0.0], [0.0, 0.0, 0.0], [0.2, 0.3, -0.4], [-0.6, -0.2, -0.1], [0.0, -0.4, -0.4], [0.0, 0.0, 0.0], [0.0, 0.0, 0.5], [-0.4, -0.2, -0.3], [0.0, 0.0, 0.0], [0.4, 0.1, 0.5], [0.0, 0.0, 0.0], [0.2, -0.5, 0.1], [-0.2, -0.2, -0.6], [0.0, 0.0, 0.0], [0.0, 0.0, 0.0], [0.0, 0.0, 0.0], [0.0, 0.0, 0.0], [0.0, 0.0, 0.0], [0.4, 0.4, 0.3], [0.3, -0.5, -0.1], [0.6, 0.3, -0.2], [0.0, 0.0, 0.0], [0.0, 0.0, 0.0], [-0.1, 0.0, 0.0], [0.5, 0.0, -0.5], [0.2, -0.2, 0.5]],
  "lumo_energy_ev": -2.6055,
  "charge": 1,
  "energy_ev": -117802.576
}